A 2-piece molecular cluster, CHN2OS overall, computed with ωB97M-V with the def2-TZVPD basis set.

Geometry as XYZ:
```
6
Properties=species:S:1:pos:R:3:forces:R:3
C 1.414859 0.829840 0.134996 1.1 2.3 0.7
N -1.762031 -0.402531 -0.000090 0.1 -3.0 0.3
N -1.436004 -1.541101 0.182686 -0.9 2.2 -0.3
O 0.294395 1.239271 0.167472 -1.8 -0.1 -0.5
S 2.528523 -0.296731 0.014221 0.9 -1.9 -0.4
H -1.039743 0.171252 -0.499286 0.4 0.5 0.2
```
Forces are in eV/Å.

E_tot   -16914.4684 eV
Orbital gap (spin up / spin down)   7.740 / 4.438 eV
Highest occupied orbital energy (spin up / spin down)   -3.94 / -0.51 eV
Charge   -1
LUMO level (spin up / spin down)   3.80 / 3.93 eV

Computed Löwdin charges, given in elementary charges: atom 1 (C): -1.08, atom 2 (N): -0.10, atom 3 (N): -0.02, atom 4 (O): -0.18, atom 5 (S): 0.37, atom 6 (H): 0.01